Record 1
{
  "formula": "C39H51N4NaO3S2Sb2",
  "method": "wB97M-V/def2-TZVPD",
  "total_energy_ha": -3400.65541,
  "total_charge": 0,
  "lumo_energy_ev": 0.145,
  "molar_mass_g_mol": 954.51,
  "homo_energy_ev": -7.66,
  "de_lowest_kj_mol": 0.0,
  "elements": ["C", "H", "H", "C", "O", "H", "Sb", "N", "C", "H", "H", "H", "H", "H", "C", "C", "H", "H", "H", "H", "C", "H", "H", "H", "H", "H", "H", "H", "C", "C", "C", "C", "O", "H", "C", "C", "H", "C", "H", "H", "S", "C", "H", "C", "H", "H", "C", "H", "H", "C", "H", "H", "H", "H", "C", "H", "C", "C", "N", "C", "C", "H", "N", "C", "N", "H", "H", "H", "Sb", "H", "C", "H", "H", "H", "H", "C", "C", "H", "O", "H", "C", "Na", "C", "H", "H", "C", "C", "C", "H", "C", "C", "H", "C", "C", "C", "H", "S", "C", "H", "H", "C", "C"],
  "coordinates": [[-1.488, -0.392, 2.454], [-2.446, 4.112, 1.761], [-1.250, -0.480, -4.101], [2.931, -4.662, -3.427], [-1.264, 1.554, 4.789], [4.960, -1.735, 2.217], [2.624, -1.868, 0.820], [-1.074, 0.894, 2.317], [3.383, 1.792, 1.173], [-4.759, 4.825, 1.312], [2.035, -2.504, -4.437], [2.577, -4.587, 0.629], [-0.036, -1.415, -4.998], [-4.003, -2.944, -1.081], [-4.065, 1.986, 3.832], [-2.223, -2.985, 2.588], [3.164, 1.582, -3.008], [1.925, 2.438, 3.999], [-7.111, 4.334, 1.591], [2.930, 4.543, -2.297], [4.538, -4.448, -1.217], [1.059, 3.646, -3.670], [3.895, -1.156, -1.503], [0.493, 4.041, -2.039], [3.709, -2.414, 3.264], [-0.913, -3.190, 0.887], [4.922, -6.542, -1.451], [-2.481, -1.330, -2.162], [1.153, 3.390, -2.612], [-3.717, 0.662, 0.298], [2.350, 3.885, 1.622], [2.272, 4.135, 0.262], [-0.471, 3.118, 3.055], [3.828, 0.868, 1.523], [-3.078, -1.024, -1.312], [2.931, 2.405, 3.578], [4.539, 2.658, -2.738], [-3.048, 2.434, -2.441], [-2.482, 3.203, -2.961], [-0.837, -3.474, -3.479], [-1.345, 2.001, 3.424], [3.570, -5.790, -2.942], [3.439, -6.743, -3.439], [4.005, -2.050, -0.889], [1.223, -4.010, 1.630], [-1.195, -3.401, -1.738], [-4.657, -1.550, 0.416], [3.077, -1.392, -3.556], [1.969, 4.613, 2.329], [2.737, 3.208, -0.677], [-5.088, 0.032, 1.807], [0.799, 2.366, -2.473], [-3.634, 1.851, -3.150], [-3.846, 1.195, 4.533], [-3.267, 3.620, 2.267], [-6.186, 1.907, 4.107], [2.896, 2.694, 2.107], [-2.743, -2.022, 3.433], [-6.939, 3.823, 2.439], [-4.547, -0.259, 0.917], [3.073, -3.413, -2.821], [-2.503, -4.026, 2.655], [-2.409, -0.742, 3.370], [-5.637, 3.398, 2.657], [-0.965, -1.250, 1.538], [-3.694, 2.882, -1.686], [0.298, -4.164, -2.306], [3.683, 1.290, -0.877], [0.654, -1.477, -2.384], [1.114, -3.949, -0.134], [-5.366, 2.380, 3.577], [0.315, 0.248, -4.468], [-3.477, -2.287, 4.190], [4.495, -3.440, 2.048], [4.990, -2.014, -0.420], [-3.931, -1.933, -0.701], [4.125, -2.435, 2.258], [-5.300, -2.266, 0.911], [-1.230, 2.249, -0.590], [3.535, 3.143, 4.108], [-3.006, 2.603, 3.169], [0.130, 2.372, 1.083], [2.610, 3.504, -2.159], [1.854, 5.078, -0.075], [3.426, 2.952, -4.078], [2.393, -2.237, -3.442], [3.300, 2.036, -0.191], [-2.989, 0.263, -0.810], [3.351, 1.418, 3.772], [-4.569, 4.017, 2.008], [1.789, -3.841, 0.713], [-3.596, 1.655, 0.710], [3.491, 2.626, -3.039], [-0.404, -3.350, -2.485], [3.871, -3.309, -1.671], [5.178, -4.360, -0.345], [-1.855, 1.366, -1.617], [4.393, -5.678, -1.833], [-7.669, 3.176, 2.679], [2.312, -4.740, -4.315], [-1.337, -2.514, 1.625], [-0.185, -0.683, -4.203]]
}


Record 2
{
  "formula": "C4H9N2",
  "method": "wB97M-V/def2-TZVPD",
  "total_energy_ha": -266.94586,
  "total_charge": 1,
  "lumo_energy_ev": [-4.551, -4.527],
  "molar_mass_g_mol": 85.13,
  "homo_energy_ev": [-11.77, -11.78],
  "de_lowest_kj_mol": 402.8,
  "elements": ["H", "C", "N", "H", "H", "N", "C", "H", "C", "H", "H", "C", "H", "H", "H"],
  "coordinates": [[-0.776, 1.240, -0.402], [-2.666, 0.212, 0.009], [2.196, -0.314, -0.118], [-2.772, 1.109, 0.595], [-2.947, -0.676, 0.612], [-0.442, -0.664, -0.018], [0.895, -0.926, -0.076], [1.738, 1.553, 0.388], [2.499, 0.949, 0.066], [3.024, -0.949, -0.221], [-3.409, 0.349, -0.866], [-1.212, 0.332, -0.217], [1.171, -1.933, 0.231], [3.582, 1.298, -0.103], [-0.882, -1.580, 0.119]]
}


Record 3
{
  "formula": "C15H12BrO5SbSe4Tc",
  "method": "wB97M-V/def2-TZVPD",
  "total_energy_ha": -13455.40152,
  "total_charge": 1,
  "lumo_energy_ev": [-6.673, -6.678],
  "molar_mass_g_mol": 887.76,
  "homo_energy_ev": [-10.49, -10.49],
  "de_lowest_kj_mol": 372.3,
  "elements": ["H", "O", "Sb", "C", "C", "Br", "H", "C", "C", "C", "C", "H", "H", "Tc", "C", "H", "C", "C", "O", "O", "Se", "C", "O", "H", "H", "Se", "H", "H", "Se", "C", "H", "C", "Se", "C", "C", "H", "O", "C", "H"],
  "coordinates": [[-1.527, 1.721, 3.869], [1.289, 2.739, -2.259], [-0.553, 4.143, -1.997], [1.199, 1.721, -1.571], [2.126, -3.635, 1.372], [-1.783, -2.329, 1.092], [-2.023, 0.040, 3.676], [0.973, -2.814, 1.213], [-3.328, 2.122, 1.982], [2.032, -4.797, 2.136], [-2.146, 1.219, 1.913], [2.921, -5.385, 2.299], [-0.456, 0.560, 3.032], [-0.512, -0.400, -0.119], [0.998, -1.573, 0.509], [-3.921, 1.896, 2.865], [3.398, -2.194, -0.095], [3.309, -3.327, 0.603], [2.114, -0.339, -1.094], [0.114, 1.246, -1.131], [-0.125, 5.480, -3.940], [2.415, 0.965, -1.031], [3.348, 1.453, -0.471], [-2.975, 3.154, 2.060], [4.211, -1.965, -0.764], [-3.936, 2.283, -1.726], [-3.953, 2.037, 1.094], [-1.306, -4.854, 2.748], [-0.689, 4.381, 0.380], [-1.489, 0.864, 3.203], [4.073, -4.087, 0.546], [-0.242, -3.345, 1.675], [-2.050, 1.892, -2.731], [2.373, -1.128, 0.089], [-0.347, -4.503, 2.403], [0.778, -6.107, 3.265], [-1.728, 0.781, 0.836], [0.826, -5.208, 2.672], [2.773, -0.444, 0.866]]
}


Record 4
{
  "formula": "C24H57Hg3N3O16",
  "method": "wB97M-V/def2-TZVPD",
  "total_energy_ha": -2775.56429,
  "total_charge": 2,
  "lumo_energy_ev": -10.563,
  "molar_mass_g_mol": 1245.50,
  "homo_energy_ev": -11.78,
  "de_lowest_kj_mol": 1566.0,
  "elements": ["C", "H", "H", "H", "C", "C", "C", "H", "H", "H", "H", "H", "O", "H", "H", "O", "C", "N", "C", "H", "H", "O", "H", "H", "H", "O", "H", "H", "H", "H", "C", "H", "H", "C", "H", "C", "C", "C", "H", "Hg", "O", "Hg", "H", "H", "H", "H", "O", "H", "H", "H", "O", "H", "C", "H", "H", "Hg", "H", "C", "H", "O", "H", "O", "C", "H", "C", "O", "H", "H", "C", "H", "H", "H", "O", "C", "O", "N", "H", "N", "H", "O", "H", "C", "H", "H", "H", "H", "H", "C", "O", "H", "H", "H", "H", "C", "C", "O", "H", "H", "C", "C", "O", "C", "H"],
  "coordinates": [[-3.118, -2.728, -4.587], [-2.755, 3.095, 6.091], [0.375, -0.293, 7.399], [1.464, 1.286, 5.513], [6.198, -6.390, -3.956], [-0.041, -0.844, 0.108], [1.631, -1.701, 6.342], [-1.472, 2.314, -2.975], [-4.302, 2.352, 3.839], [-3.409, 5.653, 3.112], [-2.515, 3.377, 2.721], [-1.823, 0.873, -5.571], [-0.771, 0.136, 0.367], [2.198, 3.563, 0.959], [-5.449, 4.758, -5.170], [4.092, 5.590, 0.301], [5.077, -3.065, -5.039], [-3.158, 1.527, -4.084], [-2.243, 2.602, -3.689], [-3.824, -0.839, 7.601], [-6.650, 4.737, 1.629], [7.764, -6.799, -2.207], [5.357, -0.742, -3.517], [-4.293, 5.025, 4.428], [6.110, -5.634, -1.953], [-4.355, 3.979, -3.745], [-4.302, 3.490, 5.732], [-1.881, 4.038, 4.167], [-5.497, 5.958, 1.715], [4.169, -3.119, -5.640], [1.241, -0.252, 6.739], [6.939, -4.322, -5.043], [-4.587, -0.427, -5.719], [4.638, -1.512, -3.237], [-4.011, 2.042, -4.249], [-4.071, 1.379, 6.441], [-3.518, -0.531, -5.533], [-4.453, 4.317, -5.120], [-6.501, 5.542, 3.112], [-3.531, -0.627, -1.345], [0.208, -1.560, 1.085], [-0.850, -4.811, 0.709], [3.805, 4.690, 2.805], [-3.211, 1.330, -6.313], [9.241, -5.665, -1.426], [-5.131, 1.218, 6.242], [-4.893, 4.210, 2.681], [3.658, -1.194, -3.595], [2.057, 0.190, 7.309], [0.980, -3.023, 5.165], [-0.407, -1.503, -0.860], [-3.746, 5.075, -5.458], [-3.645, 2.622, 5.676], [-3.768, -3.298, -5.251], [-4.892, -1.200, 6.218], [-1.664, -0.561, 3.636], [1.707, -2.451, 7.129], [-3.869, 4.731, 3.468], [-3.271, -1.832, 6.191], [-3.274, 0.224, 6.075], [4.791, -5.020, -3.783], [2.981, 4.207, 2.710], [-2.896, 0.870, -5.377], [7.439, -4.886, -3.073], [-4.174, -3.133, 1.601], [0.763, 0.676, 5.753], [5.978, -4.798, -6.227], [8.064, -6.240, -0.158], [6.929, -5.757, -2.662], [-3.063, 3.909, -2.139], [3.463, 2.604, 1.632], [3.422, 5.746, -0.369], [0.603, -2.244, 5.581], [-2.798, 3.629, 3.743], [-3.975, -3.444, 0.422], [5.155, -5.575, -4.545], [6.863, -6.739, -4.746], [-3.406, 2.397, 4.304], [5.303, 4.212, 1.008], [-3.356, -3.383, 2.466], [4.361, -1.470, -2.183], [3.179, 3.637, 1.429], [-3.056, -3.274, -3.646], [-1.724, 2.796, -4.628], [5.736, -7.332, -3.662], [4.465, 3.773, -0.429], [5.735, -2.332, -5.506], [8.582, -6.466, -1.090], [4.992, -2.835, -3.626], [-2.453, 4.711, -3.564], [-2.102, -2.690, -4.980], [9.222, -7.334, -0.932], [-2.947, -1.017, -6.324], [-2.987, 3.824, -3.223], [5.867, -4.443, -5.202], [-4.218, -1.926, 1.695], [-4.442, 3.625, -5.963], [2.549, -1.779, 5.759], [-5.893, 5.132, 2.307], [-3.867, -0.982, 6.522], [-3.388, -1.353, -4.347], [4.317, 4.241, 0.544], [-3.773, 1.462, 7.486]]
}